Computed, not measured: a single C5H6N2O4 molecule, with the ωB97M-V functional and the def2-TZVPD basis.

- relative energy (zero: lowest compared OMol25 entry of this formula, charge and spin) (eV) = 6.185
- highest occupied orbital energy (eV) = -9.26
- frontier orbital gap (hartree) = 0.3186
- charge = 0

Element x y z (Å)
C -1.61709 -0.02286 -2.33172
C 0.15038 -0.28461 0.86385
C 0.07811 -1.30417 -0.27057
C -0.40390 1.58586 -0.38032
C -0.24942 0.21720 -2.04435
N -2.73515 -0.22763 -2.47861
N 0.45637 1.09032 -2.94298
O -0.22755 1.81133 -3.64368
O 1.66713 1.10255 -2.87335
O -0.76512 0.78753 0.61913
O 0.53621 -0.77932 -1.51165
H -0.16598 -0.74290 1.80052
H 1.17047 0.10590 0.96185
H 0.74758 -2.13956 -0.06194
H -0.94932 -1.67442 -0.38183
H 0.63332 1.91216 -0.42647
H -1.17700 2.27658 -0.68583



Computed, not measured: a 2-piece molecular cluster, C5H6N2OS overall, with the ωB97M-V functional and the def2-TZVPD basis.

- relative energy (zero: lowest compared OMol25 entry of this formula, charge and spin) (eV) = 3.874
- highest occupied orbital energy (alpha / beta) (eV) = -9.69 / -9.71
- frontier orbital gap (alpha / beta) (hartree) = 0.2426 / 0.2429
- charge = 0

Element x y z (Å)
C 0.64859 -1.41644 -2.92823
C 0.82526 1.25219 0.27803
C -0.03550 0.99230 1.54882
C -1.07245 0.03959 1.04016
C -0.31852 -0.76982 -0.01161
N -0.08574 -2.23824 -3.18326
N 0.53537 0.26914 -0.50726
O 1.62928 2.11691 0.15188
S 1.67707 -0.18519 -2.60431
H 0.83507 0.65806 2.20391
H -0.54305 1.81134 2.08112
H -1.55767 -0.36273 1.92441
H -1.81522 0.48220 0.44134
H 0.34814 -1.55434 0.20807
H -1.07063 -1.09497 -0.64308



Computed, not measured: C5H6N2OS as an isolated structure, with the ωB97M-V functional and the def2-TZVPD basis.

- relative energy (zero: lowest compared OMol25 entry of this formula, charge and spin) (eV) = 4.729
- highest occupied orbital energy (alpha / beta) (eV) = -8.41 / -8.41
- frontier orbital gap (alpha / beta) (hartree) = 0.3185 / 0.3185
- charge = 0

Element x y z (Å)
C 1.13369 -2.27366 0.07503
C 1.48598 -0.94572 0.27425
C -0.67444 -0.80820 -0.24136
C 0.22501 1.20554 0.20026
C -0.97910 1.50503 -0.63665
N -0.04869 -2.56049 -0.36759
N 0.42515 -0.19024 0.02210
O -2.78249 0.23696 0.82007
S -2.15150 0.07841 -0.44218
H 1.83527 -3.17226 0.19307
H 2.34308 -0.59440 0.68734
H 0.98408 1.89796 -0.01427
H 0.15343 1.49009 1.33415
H -1.36229 2.50100 -0.29739
H -0.58717 1.62998 -1.60683



Computed, not measured: a single C5H6N2P2 molecule, with the ωB97M-V functional and the def2-TZVPD basis.

- relative energy (zero: lowest compared OMol25 entry of this formula, charge and spin) (eV) = 0.000
- highest occupied orbital energy (eV) = -7.10
- frontier orbital gap (hartree) = 0.2786
- SMILES string = c1pcc2c(p1)NCN2
- charge = 0

Element x y z (Å)
C 1.54492 2.00404 1.32860
P 2.52483 1.60196 0.00236
C 1.62655 0.42717 -0.98968
C 0.45971 -0.12195 -0.65975
C -0.50080 0.38251 0.78958
P -0.06768 1.56922 1.90364
N -1.61144 -0.37629 0.62896
C -1.50435 -1.41359 -0.37195
N -0.33639 -1.09541 -1.15233
H 2.02235 2.71415 1.99290
H 2.14480 0.10096 -1.88514
H -2.21208 -0.55813 1.41649
H -2.40938 -1.43896 -0.99899
H -1.38930 -2.40844 0.10806
H -0.29174 -1.38724 -2.11275



Computed, not measured: a single C5H6N2S molecule, with the ωB97M-V functional and the def2-TZVPD basis.

- relative energy (zero: lowest compared OMol25 entry of this formula, charge and spin) (eV) = 5.444
- highest occupied orbital energy (alpha / beta) (eV) = -8.17 / -7.78
- frontier orbital gap (alpha / beta) (hartree) = 0.2986 / 0.2668
- charge = 0

Element x y z (Å)
C -0.96058 -0.68862 0.51844
C -1.50596 1.36939 0.07100
C 0.08271 -0.14860 -0.22139
C -0.31196 1.19084 -0.51832
C 1.30403 -0.80396 -0.67860
N -1.91695 0.21725 0.64555
N 2.71294 1.24199 -0.00641
S 2.64100 -0.23090 0.55624
H -0.86272 -1.55119 1.07356
H -2.13000 2.19819 -0.00284
H 1.31943 -1.85449 -0.77818
H 1.46770 -0.38006 -1.71640
H -2.60248 0.18759 1.30495
H 3.59944 1.60339 0.23053



Computed, not measured: C5H6N2S2 as an isolated structure, with the ωB97M-V functional and the def2-TZVPD basis.

- relative energy (zero: lowest compared OMol25 entry of this formula, charge and spin) (eV) = 4.516
- highest occupied orbital energy (alpha / beta) (eV) = -7.07 / -7.86
- frontier orbital gap (alpha / beta) (hartree) = 0.1947 / 0.2431
- charge = 0

Element x y z (Å)
C 1.85026 -0.74862 -0.25019
C 1.19899 1.15828 -1.06397
C 0.53370 -0.87016 -0.52237
C -1.58728 -2.63760 0.07951
C -1.21127 0.56954 -1.64663
N 2.24034 0.56220 -0.51156
N 0.09144 0.27396 -1.08433
S -2.56654 -2.06062 1.07231
S -0.40909 -2.96438 -1.06733
H 2.50159 -1.55506 0.30143
H 1.16300 2.15899 -1.18274
H -1.91628 -0.07502 -1.28476
H -1.36689 1.61131 -1.45820
H -1.34228 0.33344 -2.72869
H -1.19636 -4.06179 -1.62754



Computed, not measured: an isolated ion of composition C5H6N3O2 and charge +1, with the ωB97M-V functional and the def2-TZVPD basis.

- relative energy (zero: lowest compared OMol25 entry of this formula, charge and spin) (eV) = 0.127
- highest occupied orbital energy (alpha / beta) (eV) = -12.39 / -15.52
- frontier orbital gap (alpha / beta) (hartree) = 0.2536 / 0.2369
- 2S+1 = 3
- charge = +1

Element x y z (Å)
C 0.78973 -2.23020 0.05081
C 2.05532 -1.74653 0.08402
C -0.45952 -1.36664 -0.07764
C 2.45815 -0.38760 -0.06324
C -1.28460 1.01407 0.09153
N 1.37484 1.69270 -0.05356
N -0.12730 0.03082 -0.01115
N 1.07250 0.53351 -0.12359
O -1.60938 -1.67246 -0.17370
O 3.44525 0.20857 -0.00213
H 0.48590 -3.20079 0.24694
H 2.96137 -2.50969 0.14026
H -1.17048 1.96413 0.56379
H -1.48986 1.45309 -0.87573
H -2.04607 0.36268 0.46228
H 0.83065 2.52134 0.04306



Computed, not measured: an isolated ion of composition C5H6N3O2S and charge -1, with the ωB97M-V functional and the def2-TZVPD basis.

- relative energy (zero: lowest compared OMol25 entry of this formula, charge and spin) (eV) = 1.209
- highest occupied orbital energy (eV) = -4.77
- frontier orbital gap (hartree) = 0.2990
- SMILES string = C[C@](S)(C(=O)[O-])n1cncn1
- charge = -1

Element x y z (Å)
C 0.13888 -1.94062 -0.35433
C -0.45350 -0.48405 -0.49931
S -2.31445 -0.51610 -0.38817
C 0.00300 0.32678 -1.84818
O 1.21527 0.17150 -2.04789
O -0.83190 0.99999 -2.41900
N -0.00664 0.39448 0.55053
C 1.12388 0.23172 1.29517
N 1.29282 1.34542 2.04031
C 0.21449 2.06589 1.73532
N -0.58391 1.53222 0.78397
H 0.02302 -2.31753 0.68755
H -0.40304 -2.61293 -1.10043
H 1.15190 -2.14088 -0.71217
H -2.39529 0.61683 -1.24559
H 1.93043 -0.52129 1.14759
H -0.10493 2.84856 2.37465



Computed, not measured: an isolated ion of composition C5H6N3S and charge +1, with the ωB97M-V functional and the def2-TZVPD basis.

- relative energy (zero: lowest compared OMol25 entry of this formula, charge and spin) (eV) = 4.514
- highest occupied orbital energy (alpha / beta) (eV) = -11.06 / -11.06
- frontier orbital gap (alpha / beta) (hartree) = 0.2321 / 0.2320
- charge = +1

Element x y z (Å)
C 2.55595 -1.16823 0.11642
C 0.95377 0.12147 -0.94595
C 0.21758 -0.85725 1.18510
C -1.69365 0.34295 0.67394
C -0.17330 0.90412 -1.39889
N 2.03434 -0.39729 -0.78741
N -1.38489 0.78187 -0.54245
N -0.99427 -0.42344 1.51431
S 1.57545 -1.62375 1.53351
H 3.55993 -1.52201 0.06294
H -2.68560 0.61038 1.01172
H 0.09142 1.97571 -1.45134
H -0.47895 0.58786 -2.40915
H -2.13725 1.30445 -0.97349
H -1.44053 -0.63685 2.41073



Computed, not measured: a single C5H6N4 molecule, with the ωB97M-V functional and the def2-TZVPD basis.

- relative energy (zero: lowest compared OMol25 entry of this formula, charge and spin) (eV) = 4.463
- highest occupied orbital energy (eV) = -7.79
- frontier orbital gap (hartree) = 0.3170
- SMILES string = Cc1n[nH]c2c[nH]nc12
- charge = 0

Element x y z (Å)
C -2.46691 -0.52660 0.36177
C -0.99174 -0.46080 0.39520
N -0.31116 -1.13987 1.43415
N 0.89449 -0.89100 1.23783
C 1.22889 -0.01180 0.22718
C 2.14064 0.61134 -0.62322
N 1.41021 1.42553 -1.49575
N -0.00735 1.15912 -1.38827
C -0.04391 0.30475 -0.35024
H -3.02667 -1.62514 0.56530
H -2.59111 -0.46415 -0.50650
H -2.93807 0.40805 0.99944
H 1.32399 -1.53148 1.90211
H 3.41108 0.75588 -0.58224
H 1.96760 1.98618 -2.17675